<a>
{"formula": "C3H9NOS", "method": "ωB97M-V/def2-TZVPD", "species": ["C", "C", "C", "N", "O", "S", "H", "H", "H", "H", "H", "H", "H", "H", "H"], "xyz": [[-5.20454, -0.02281, 0.15948], [1.93828, -0.47962, 0.00202], [-3.91920, 0.25811, -0.06825], [2.89409, 0.68954, -2.01156], [4.56625, -0.72281, 1.18142], [2.46956, 0.97949, -0.51302], [4.53034, 0.31242, 1.32323], [-5.60316, -0.51987, 0.97958], [-5.86604, -0.00643, -0.77527], [1.71771, -0.52159, 1.17402], [4.03103, -0.91374, 1.96415], [1.85098, -1.26453, -0.75617], [-3.20363, 0.21260, 0.77231], [-3.68279, 0.60693, -1.02592], [3.48112, 1.39231, -2.40602]], "gap_ev": [8.26, 8.26], "spin_multiplicity": 1, "lumo_ev": [-0.12, -0.12], "total_charge": 0}

<b>
{"formula": "C3H9NOS", "method": "ωB97M-V/def2-TZVPD", "species": ["C", "C", "C", "N", "O", "S", "H", "H", "H", "H", "H", "H", "H", "H", "H"], "xyz": [[-1.70640, -0.46691, -0.12169], [1.83731, 0.63769, 0.06219], [-0.95114, 0.82035, 0.13787], [0.85689, -2.10398, 1.10462], [0.70330, 0.91067, 2.42202], [0.46780, 0.21110, 1.18087], [-2.01795, -0.38004, -1.21744], [-0.98742, -1.39204, -0.24588], [-2.62287, -0.75869, 0.53498], [1.96269, -0.18331, -0.72050], [1.50334, 1.56693, -0.42829], [2.80121, 0.77617, 0.65627], [-1.53004, 1.53319, 0.63611], [-0.87276, 1.28632, -0.85669], [0.45540, -2.27693, 2.09586]], "gap_ev": [8.36, 8.39], "spin_multiplicity": 1, "lumo_ev": [-0.40, -0.25], "total_charge": 0}

<c>
{"formula": "C3H9NOS", "method": "ωB97M-V/def2-TZVPD", "species": ["C", "C", "C", "H", "H", "H", "H", "H", "H", "H", "H", "H", "N", "O", "S"], "xyz": [[0.33912, 0.22488, -0.34449], [-1.15419, 0.02489, -0.19953], [1.11822, -0.25386, 0.89805], [-0.04212, 2.09543, -1.16826], [1.43560, 1.96415, -0.65625], [0.68297, -0.32807, -1.28228], [-1.67619, 0.52729, -1.10465], [-1.59179, 0.69881, 0.68422], [-2.49190, -1.36774, -0.24195], [2.07291, 0.31651, 0.96671], [0.61222, 0.06074, 1.78858], [0.28942, -2.34496, 0.32555], [0.49851, 1.71069, -0.43318], [-1.55938, -1.31202, -0.14466], [1.46659, -2.01674, 0.91214]], "gap_ev": 9.53, "spin_multiplicity": 1, "lumo_ev": 0.75, "total_charge": 0, "smiles": "N[C@H](CO)CS"}

Order from most stable to least stable according to the calculation: <c>, <a>, <b>

<a>
{"formula": "C3H9NOS", "method": "ωB97M-V/def2-TZVPD", "species": ["C", "C", "C", "N", "O", "S", "H", "H", "H", "H", "H", "H", "H", "H", "H"], "xyz": [[1.76520, -2.25838, 0.82964], [-0.74039, 3.04016, -0.55262], [0.69939, -1.81703, 1.36749], [-0.52044, 2.14774, 0.55857], [1.96285, 2.07617, 0.45476], [0.76737, 1.60949, 1.07240], [-3.49437, -3.04908, -3.44735], [2.39417, -1.54562, 0.23365], [2.14032, -3.20084, 1.29675], [-1.09208, 3.90857, 0.08742], [-1.52857, 2.62652, -1.19908], [0.15769, 3.29972, -1.05040], [0.25953, -0.87702, 1.29869], [0.23102, -2.44338, 2.10849], [-3.00170, -3.51702, -3.05842]], "gap_ev": 10.53, "spin_multiplicity": 1, "lumo_ev": 0.00, "total_charge": 0}

<b>
{"formula": "C3H9NOS", "method": "ωB97M-V/def2-TZVPD", "species": ["C", "C", "C", "N", "O", "S", "H", "H", "H", "H", "H", "H", "H", "H", "H"], "xyz": [[2.32245, -0.14530, 0.63110], [-2.65374, 0.59157, -0.41789], [1.22638, 0.80000, 0.28238], [-0.83306, -0.82310, -0.44643], [-1.93589, -0.44516, 0.33169], [-0.13196, -2.27996, -0.13809], [2.36518, 0.10153, 1.70045], [2.27467, -1.25870, 0.45383], [3.27263, 0.15819, 0.09028], [-2.51453, 0.47508, -1.52206], [-2.21731, 1.49642, -0.16224], [-3.69834, 0.61806, -0.27512], [0.77439, 1.42422, 1.12768], [0.70522, 0.83356, -0.71503], [-0.69824, -2.51252, 1.05914]], "gap_ev": [7.93, 8.63], "spin_multiplicity": 1, "lumo_ev": [0.27, 0.74], "total_charge": 0}

Order from most stable to least stable according to the calculation: <a>, <b>

<a>
{"formula": "C2H5N3O2S", "method": "ωB97M-V/def2-TZVPD", "species": ["C", "C", "H", "H", "H", "H", "H", "N", "N", "N", "O", "O", "S"], "xyz": [[-0.35756, -0.35767, -0.12298], [2.75089, -0.10740, 0.12625], [-3.41723, -0.15113, -1.12344], [-1.54214, -0.23731, 1.74116], [-1.18562, -0.68678, -1.75104], [1.55070, -1.46175, -0.47550], [3.36801, -0.57692, -0.80038], [-1.44364, 0.00443, 0.47614], [-0.21627, -0.85189, -1.27193], [1.79304, -1.06670, 0.43459], [0.58036, -0.52696, 0.84517], [2.78699, 1.03371, 0.76147], [-2.56278, 0.95310, -0.49595]], "gap_ev": 9.88, "spin_multiplicity": 1, "lumo_ev": -0.04, "total_charge": 0}

<b>
{"formula": "C2H5N3O2S", "method": "ωB97M-V/def2-TZVPD", "species": ["C", "C", "H", "H", "H", "H", "H", "N", "N", "N", "O", "O", "S"], "xyz": [[0.40857, -0.01463, -0.74669], [-1.26861, -0.78897, 1.30183], [1.54328, 2.24104, 0.89761], [1.23701, 1.51651, -1.68132], [-1.07172, 0.70776, -1.77280], [-1.00776, -2.10584, -0.06170], [-2.28536, -1.25660, 1.46160], [1.45489, 0.81381, -0.99428], [-0.76659, -0.05065, -1.21769], [-0.44009, -1.66397, 0.65299], [0.68258, -1.06423, 0.11821], [-0.90427, 0.26981, 1.78282], [2.41806, 1.39598, 0.25942]], "gap_ev": 10.42, "spin_multiplicity": 1, "lumo_ev": 0.57, "total_charge": 0, "smiles": "[H]/N=C(\\NS)ONC=O"}

Order from most stable to least stable according to the calculation: <b>, <a>

<a>
{"formula": "C2H5N3O2S", "method": "ωB97M-V/def2-TZVPD", "species": ["C", "C", "N", "N", "N", "O", "O", "S", "H", "H", "H", "H", "H"], "xyz": [[0.84476, -0.86632, 0.15411], [-1.28717, -0.08047, -0.46387], [-0.35985, -1.18004, -0.14556], [2.84622, 2.02361, 0.71643], [2.36200, 1.14251, -0.00714], [2.65584, 0.93340, -1.13530], [1.37746, 0.37332, 0.63993], [2.02246, -2.16933, 0.18897], [-0.79040, 0.35898, -1.39995], [-1.13454, 0.58663, 0.29984], [-2.20612, -0.61049, -0.60197], [3.55182, 2.52994, 0.19726], [1.11296, -3.12857, 0.15636]], "gap_ev": 9.87, "spin_multiplicity": 1, "lumo_ev": 0.49, "total_charge": 0, "smiles": "[H]/N=[N+](\\[O-])O/C(S)=N\\C"}

<b>
{"formula": "C2H5N3O2S", "method": "ωB97M-V/def2-TZVPD", "species": ["C", "C", "H", "H", "H", "H", "H", "N", "N", "N", "O", "O", "S"], "xyz": [[0.07148, 0.64913, -0.96585], [0.13487, -0.51946, 1.30967], [-0.33100, 1.11451, -2.87507], [-1.11718, -0.33637, -2.33787], [-1.13623, -1.89063, 0.32231], [1.31412, 1.15394, 1.36550], [1.20175, 0.18821, 2.85040], [-0.51351, 0.44901, -2.15802], [-0.23071, -0.31322, -0.04857], [0.95894, 0.36143, 1.88242], [-1.08515, -1.31644, -0.49555], [-0.32948, -1.51981, 1.85143], [1.06209, 1.97971, -0.70081]], "gap_ev": 9.63, "spin_multiplicity": 1, "lumo_ev": 0.75, "total_charge": 0, "smiles": "NC(=O)N(O)C(N)=S"}

Order from most stable to least stable according to the calculation: <b>, <a>

<a>
{"formula": "C4H5ClOS", "method": "ωB97M-V/def2-TZVPD", "species": ["C", "C", "C", "C", "H", "H", "H", "H", "H", "O", "S", "Cl"], "xyz": [[-3.42892, -0.47783, 0.07760], [-1.27572, 0.53754, -0.04176], [0.04928, 0.40117, -0.05353], [0.65229, -0.92440, -0.11103], [-3.71783, -1.50632, 0.25372], [-3.87105, -0.12078, -0.82853], [-3.73561, 0.07530, 0.96316], [-1.77337, 1.47813, -0.09117], [-0.10653, -1.69994, -0.28346], [-2.02513, -0.54573, -0.04686], [2.19204, -1.35016, 0.04981], [1.07948, 1.79548, 0.01979]], "gap_ev": 8.00, "spin_multiplicity": 1, "lumo_ev": -0.49, "total_charge": 0, "smiles": "CO/C=C(/Cl)C=S"}

<b>
{"formula": "C4H5ClOS", "method": "ωB97M-V/def2-TZVPD", "species": ["C", "C", "C", "C", "H", "H", "H", "H", "H", "O", "S", "Cl"], "xyz": [[2.94996, 0.69145, 0.07444], [0.28753, 0.41006, -0.12562], [-1.00305, -0.02588, -0.17962], [-1.97087, 1.18032, 0.24187], [3.90209, 0.20479, 0.59023], [3.21412, 1.15832, -0.93317], [2.82316, 1.37063, 1.01865], [0.20370, 1.56874, -0.24806], [-3.05076, 0.80199, 0.94918], [-1.41981, 2.27035, -0.15076], [1.65815, -0.63798, -0.01225], [-1.40269, -1.56443, -0.00242]], "gap_ev": 8.37, "spin_multiplicity": 1, "lumo_ev": -0.02, "total_charge": 0}

Order from most stable to least stable according to the calculation: <a>, <b>

<a>
{"formula": "C3H7N4", "method": "ωB97M-V/def2-TZVPD", "species": ["C", "C", "C", "N", "N", "N", "N", "H", "H", "H", "H", "H", "H", "H"], "xyz": [[-0.36737, -0.07792, 0.40447], [1.46304, 0.00086, -1.33260], [-0.83158, 0.05149, 1.82002], [1.36972, 1.25289, -1.99858], [0.56835, 0.41861, -2.35546], [-1.31510, -0.36181, -0.46630], [0.91215, 0.01302, 0.07748], [2.56424, -0.77213, -1.74205], [-0.88388, -1.02375, 2.19699], [-1.75516, 0.61923, 1.78854], [-0.10157, 0.58837, 2.47142], [-2.16304, -0.41408, -0.07998], [-1.18857, -0.44720, -1.49176], [1.72876, 0.15242, 0.70781]], "gap_ev": 11.04, "spin_multiplicity": 1, "lumo_ev": -4.04, "total_charge": 1}

<b>
{"formula": "C3H7N4", "method": "ωB97M-V/def2-TZVPD", "species": ["C", "C", "C", "N", "N", "N", "N", "H", "H", "H", "H", "H", "H", "H"], "xyz": [[1.53312, -0.89561, 0.20843], [-2.08657, 0.30601, 0.07048], [-0.93611, 1.22255, 0.03404], [-1.71098, -1.20049, -0.12547], [-0.56244, -1.42972, -0.23458], [0.40065, -0.57935, -0.33502], [2.49814, -0.05449, -0.14344], [1.65487, -1.77601, 0.79515], [-2.68847, 0.22012, 0.99046], [-2.77969, 0.27385, -0.79352], [-0.52639, 1.57764, -1.00135], [-0.41153, 1.48893, 0.83177], [3.36268, 0.02895, 0.34118], [2.25272, 0.81763, -0.63811]], "gap_ev": [8.39, 8.39], "spin_multiplicity": 1, "lumo_ev": [-5.81, -5.81], "total_charge": 1}

Order from most stable to least stable according to the calculation: <a>, <b>